# C6H10O3

C6H10O3 in the gas phase in a non-equilibrium geometry (the ωB97M-V functional and the def2-TZVPD basis, the Open Molecules 2025 dataset).

As for the HOMO energy: -7.736 eV. The value obtained for the total energy is -12520.86580 eV. The relative energy (zero: lowest compared OMol25 entry of this formula, charge and spin) comes out at 136.22 kcal/mol. For the frontier orbital gap, the calculation gives 0.3027 hartree. The LUMO energy is 0.50 eV. Its largest force on an atom is 3.8 eV Å⁻¹.

Last column: natural (NBO) charge in e.
Cartesian coordinates (Å):
C 0.129 1.917 0.782  0.2518
C 1.304 0.084 -0.683  0.3091
C -0.900 0.894 0.912  -0.6274
C -1.042 -0.003 -0.372  0.5579
C 2.500 -0.900 -0.677  -0.7599
C -2.006 -1.211 -0.203  -0.6167
O 0.206 -0.648 -0.570  -0.5388
O 1.025 1.821 1.764  -0.6857
O -1.331 0.681 -1.501  -0.7168
H -0.624 0.084 1.734  0.1835
H -1.861 1.333 1.178  0.2615
H 2.673 -0.822 0.478  0.2480
H 3.418 -0.490 -1.128  0.2383
H 2.155 -1.943 -0.890  0.2245
H -3.018 -0.949 -0.129  0.2187
H -1.765 -1.690 0.670  0.2134
H -1.940 -1.832 -1.119  0.2298
H 1.855 2.241 1.434  0.5053
H -0.780 1.432 -1.680  0.5036